i) This record from the Open Molecules 2025 dataset describes a cluster of 2 separate species, C4H12N2 in total. The level of theory is ωB97M-V with the def2-TZVPD basis set.

```
18
C4H12N2 (ωB97M-V with the def2-TZVPD basis set)
C -1.050 -0.214 -0.607
C -0.157 -0.998 0.043
C 0.065 -0.125 1.239
C 0.617 1.237 1.032
N 1.811 1.572 1.991
N -1.188 -1.152 -2.694
H -0.874 0.616 -1.338
H -2.136 -0.477 -0.718
H 0.879 -1.311 -0.495
H -0.688 -1.881 0.711
H 0.073 -0.732 2.056
H -0.022 2.147 0.753
H 1.804 2.539 1.967
H 2.637 1.110 1.722
H 1.651 1.359 2.969
H -0.779 -1.761 -2.063
H -0.887 -0.232 -3.162
H -1.756 -1.696 -3.407
```

Computed properties:
- orbital gap (eV) = 7.815
- net charge = +2
- HOMO (eV) = -18.18
- spin multiplicity = 1
- molecular weight (g/mol) = 88.154



ii) This record from the Open Molecules 2025 dataset describes a cluster of 2 separate species, C4H12N2 in total. The level of theory is ωB97M-V with the def2-TZVPD basis set.

```
18
C4H12N2 (ωB97M-V with the def2-TZVPD basis set)
C -0.393 0.357 0.440
C 0.665 0.920 -0.280
C 0.623 -0.123 -1.409
C 0.345 -1.421 -1.083
N -0.942 -2.251 -1.604
N 0.189 1.863 2.423
H -1.510 0.565 0.316
H -0.177 -0.366 1.295
H 0.537 1.944 -0.567
H 1.777 0.794 0.098
H 0.831 0.345 -2.337
H 0.872 -1.873 -0.325
H -1.657 -1.524 -1.842
H -0.697 -2.889 -2.320
H -1.328 -2.717 -0.770
H 1.198 2.147 2.385
H -0.392 2.599 2.166
H 0.060 1.626 3.413
```

Computed properties:
- orbital gap (eV) = 8.519
- net charge = +2
- HOMO (eV) = -18.46
- spin multiplicity = 1
- molecular weight (g/mol) = 88.154



The winner here is ii), beating the second structure by 161.5 kJ/mol.



i) This record from the Open Molecules 2025 dataset describes the ion C25H35N2O3 with charge +1. The level of theory is ωB97M-V with the def2-TZVPD basis set.

```
65
C25H35N2O3 (ωB97M-V with the def2-TZVPD basis set)
C 8.174 2.024 -0.703
H 7.385 2.724 -0.442
H 9.117 2.394 -0.309
H 8.257 1.977 -1.785
C 7.871 0.656 -0.103
N 6.506 0.232 -0.364
C 6.018 -0.750 0.578
H 5.247 -1.353 0.092
H 6.809 -1.428 0.933
C 5.397 -0.058 1.805
H 6.081 0.705 2.183
H 5.205 -0.786 2.602
O 4.225 0.662 1.482
C 3.072 0.025 1.224
C 2.842 -1.344 1.375
C 1.597 -1.902 1.110
C 0.568 -1.089 0.684
C 0.794 0.297 0.528
C 2.020 0.857 0.792
H 2.198 1.914 0.676
C -0.455 0.952 0.077
O -0.685 2.125 -0.108
C -1.427 -0.170 -0.055
C -2.742 -0.120 -0.455
C -3.475 -1.304 -0.448
C -2.883 -2.503 -0.076
C -1.549 -2.549 0.311
C -0.815 -1.376 0.330
H -1.103 -3.492 0.585
H -3.460 -3.416 -0.106
O -4.810 -1.242 -0.872
C -5.788 -1.705 0.030
C -6.190 -0.546 0.975
N -6.137 0.726 0.211
H -5.571 0.458 -0.628
C -5.387 1.792 0.934
C -5.063 2.993 0.059
H -4.665 2.686 -0.906
H -5.922 3.639 -0.102
H -4.297 3.586 0.551
H -5.978 2.096 1.801
H -4.451 1.354 1.284
C -7.468 1.200 -0.247
C -8.160 0.224 -1.183
H -7.509 -0.051 -2.010
H -8.492 -0.675 -0.672
H -9.040 0.706 -1.600
H -8.081 1.389 0.637
H -7.318 2.143 -0.772
H -7.183 -0.706 1.392
H -5.474 -0.492 1.797
H -5.437 -2.553 0.623
H -6.632 -2.030 -0.581
H -3.170 0.812 -0.792
H 1.452 -2.964 1.239
H 3.633 -1.996 1.710
C 6.189 -0.047 -1.750
C 6.877 -1.274 -2.360
H 6.651 -2.172 -1.789
H 7.955 -1.143 -2.385
H 6.528 -1.418 -3.380
H 5.103 -0.172 -1.814
H 6.449 0.838 -2.333
H 8.607 -0.081 -0.465
H 7.986 0.723 0.982
```

Computed properties:
- SMILES string = CCN(CC)CCOc1ccc2c(c1)C(=O)c1cc(OCC[NH+](CC)CC)ccc1-2
- orbital gap (eV) = 6.797
- net charge = +1
- HOMO (eV) = -9.74
- spin multiplicity = 1
- molecular weight (g/mol) = 411.566



ii) This record from the Open Molecules 2025 dataset describes the ion C25H35N2O3 with charge +1. The level of theory is ωB97M-V with the def2-TZVPD basis set.

```
65
C25H35N2O3 (ωB97M-V with the def2-TZVPD basis set)
C 2.785 0.438 2.319
H 2.030 0.346 1.543
C 3.801 -0.696 2.246
C 4.642 -0.669 0.968
C 3.821 -0.857 -0.308
N 3.071 -2.097 -0.277
C 1.735 -2.137 -0.278
O 1.033 -1.146 -0.401
C 1.128 -3.539 -0.114
H 1.932 -4.270 -0.004
C 0.280 -3.914 -1.336
C -0.951 -3.025 -1.442
N -1.778 -3.134 -0.217
H -2.005 -4.127 -0.086
C -0.991 -2.702 0.962
C 0.237 -3.585 1.135
H 0.793 -3.237 2.006
H -0.064 -4.619 1.324
H -1.624 -2.754 1.849
H -0.681 -1.668 0.790
C -3.073 -2.384 -0.339
C -2.866 -0.921 -0.605
C -2.740 -0.008 0.431
C -2.540 1.332 0.153
C -2.461 1.809 -1.150
C -2.598 0.887 -2.215
C -2.799 -0.454 -1.911
H -2.920 -1.122 -2.750
O -2.550 1.143 -3.541
C -2.473 2.458 -4.056
H -3.318 3.068 -3.731
H -1.540 2.949 -3.774
H -2.507 2.337 -5.138
O -2.271 3.116 -1.460
C -2.213 4.080 -0.425
C -0.981 3.988 0.442
C 0.209 3.493 -0.073
C 1.343 3.440 0.718
C 1.298 3.886 2.027
C 0.114 4.383 2.546
C -1.022 4.431 1.758
H -1.945 4.822 2.163
H 0.074 4.735 3.565
H 2.184 3.854 2.644
H 2.264 3.059 0.304
H 0.245 3.149 -1.096
H -2.208 5.035 -0.961
H -3.123 4.038 0.188
H -2.430 2.016 0.978
H -2.810 -0.324 1.460
H -3.638 -2.836 -1.157
H -3.624 -2.527 0.593
H -1.555 -3.312 -2.303
H -0.647 -1.980 -1.542
H 0.867 -3.803 -2.248
H -0.017 -4.964 -1.258
H 3.609 -2.939 -0.146
H 3.094 -0.053 -0.427
H 4.485 -0.864 -1.177
H 5.399 -1.456 1.024
H 5.163 0.286 0.897
H 4.479 -0.622 3.099
H 3.284 -1.656 2.324
H 2.281 0.430 3.282
H 3.284 1.396 2.205
```

Computed properties:
- SMILES string = CCCCNC(=O)[C@H]1CC[N@@H+](Cc2ccc(OCc3ccccc3)c(OC)c2)CC1
- orbital gap (eV) = 8.239
- net charge = +1
- HOMO (eV) = -10.71
- spin multiplicity = 1
- molecular weight (g/mol) = 411.566



The winner here is ii), beating the second structure by 120.6 kJ/mol.



i) This record from the Open Molecules 2025 dataset describes the molecule C5H7F. The level of theory is ωB97M-V with the def2-TZVPD basis set.

```
13
C5H7F (ωB97M-V with the def2-TZVPD basis set)
C 0.354 1.574 -0.359
C -0.698 0.478 -0.281
C -0.634 -0.726 0.305
C 0.487 -1.416 0.907
C 0.502 -2.709 1.165
H 1.370 1.403 -0.573
H 0.356 2.294 0.515
H -1.648 0.874 -0.641
H -1.592 -1.242 0.434
H 1.337 -0.827 1.274
H 1.390 -3.129 1.590
H -0.243 -3.376 0.720
F -0.116 2.310 -1.527
```

Computed properties:
- SMILES string = C=C/C=C\CF
- orbital gap (eV) = 9.945
- net charge = 0
- HOMO (eV) = -9.15
- spin multiplicity = 1
- molecular weight (g/mol) = 86.109



ii) This record from the Open Molecules 2025 dataset describes the molecule C5H7F. The level of theory is ωB97M-V with the def2-TZVPD basis set.

```
13
C5H7F (ωB97M-V with the def2-TZVPD basis set)
C 0.030 0.454 1.053
C 0.599 -0.321 0.113
C -1.249 1.053 0.409
C -1.103 0.298 -0.954
C 1.756 -1.209 -0.187
F -1.815 -0.752 -1.219
H 0.336 0.647 2.094
H -2.196 1.067 0.979
H -1.148 2.150 0.229
H -1.084 0.956 -1.815
H 1.349 -2.181 0.178
H 2.635 -0.846 0.390
H 1.889 -1.317 -1.268
```

Computed properties:
- orbital gap (eV) = 9.613
- net charge = 0
- HOMO (eV) = -8.49
- spin multiplicity = 1
- molecular weight (g/mol) = 86.109



The winner here is i), beating the second structure by 196.8 kJ/mol.